14
Properties=species:S:1:pos:R:3:forces:R:3:lowdin_charge:R:1 method="wB97M-V/def2-TZVPD" charge=0 gap_ev=9.327 multiplicity=1 relative_energy_ev=3.493 total_energy_ha=-307.5841
C 1.60564 0.39989 1.13455 -2.0764 3.0198 -0.3255 -0.1197
C 2.25504 1.44573 0.17547 1.5379 0.5793 3.1812 -0.2747
C 2.14381 1.62232 -1.14322 -1.0903 -2.0952 -0.1346 -0.0588
H 0.86948 -0.18716 0.56470 0.3713 -0.1832 0.3722 0.0517
H 0.99003 1.08951 1.85968 1.1540 -1.7840 -0.6379 0.0960
H 2.38004 -0.21655 1.64759 -0.6455 0.6779 -0.4586 0.0773
H 2.89125 2.14102 0.85506 0.2473 -1.5630 -1.6114 0.1082
H 3.01999 1.46754 -1.80454 -0.6248 1.9329 0.1455 0.0685
H 1.13309 1.28934 -1.47879 1.1175 -0.5870 -0.5317 0.0529
O -4.38731 -2.79795 -0.48986 1.3358 1.6307 -0.0874 0.0526
C -3.72621 -1.79594 -0.66477 -0.3518 0.1901 -1.2248 -0.3564
O -2.87459 -1.22023 0.26693 -0.6980 -1.5531 -1.2618 0.0297
H -3.68232 -1.21917 -1.68588 -0.2465 -0.7635 1.9264 0.1637
H -2.61793 -2.01834 0.76308 -0.0305 0.4982 0.6485 0.1092

15
Properties=species:S:1:pos:R:3:forces:R:3:lowdin_charge:R:1 method="wB97M-V/def2-TZVPD" charge=0 gap_ev=8.116 multiplicity=1 relative_energy_ev=0.000 total_energy_ha=-1517.9188
C -2.75736 1.17055 0.50613 1.8835 -0.6560 -0.5859 0.1684
C -1.57994 0.94240 0.35619 -1.1155 0.8877 0.0014 -0.0730
C 0.74616 1.76617 0.37496 -1.2220 0.0486 -0.4220 -0.4181
C -0.20899 0.85390 0.02470 2.6946 0.2408 0.6664 -0.4313
C -0.52022 -1.48345 -0.51588 -1.3522 0.9881 -1.1892 -0.1052
N 0.28639 -0.28924 -0.55051 1.4375 0.0263 -0.7207 -0.2323
O 2.80677 -1.06079 -1.17600 1.0639 -0.9854 -1.9564 -0.4180
S 2.22103 -1.48049 1.61718 -0.0995 0.8176 -1.1508 0.2913
S 2.44471 1.51040 -0.03548 -1.1979 0.3068 0.2652 0.7646
S 2.11697 -0.53001 -0.07840 -3.1639 -0.2900 2.5492 0.1275
H -3.76322 1.26709 0.26584 -1.2422 0.2446 0.3209 0.0254
H 0.37713 2.65064 0.83154 0.4595 0.7563 0.4896 0.0672
H -1.17662 -1.43164 0.33160 0.0048 -0.7425 0.7572 0.0763
H -1.20412 -1.67543 -1.39625 0.9637 0.7955 0.4915 0.1189
H 0.21133 -2.21010 -0.55563 0.8857 -2.4386 0.4837 0.0382

44
Properties=species:S:1:pos:R:3:forces:R:3:lowdin_charge:R:1 method="wB97M-V/def2-TZVPD" charge=-1 gap_ev=2.575 multiplicity=1 relative_energy_ev=0.920 total_energy_ha=-4604.8543
Mg 11.86946 -1.69858 13.48855 1.3275 0.0696 1.3981 0.7507
O 11.46251 -1.07585 15.32878 -0.3081 -0.3048 -1.1993 -0.1229
C 11.48182 -1.68737 16.45635 0.4140 -0.1738 0.6662 -0.3634
C 11.13005 -0.92096 17.61345 1.3474 -0.6510 1.5407 -0.0275
C 11.36972 -1.40710 18.90513 -0.6783 -0.4945 -1.2854 -0.1131
C 11.74857 -2.75038 19.07041 -0.0678 0.0789 0.5384 -0.1568
C 12.08360 -3.54079 17.99743 -0.3376 0.7589 -1.9479 -0.0688
C 11.95287 -3.05770 16.64211 -1.2891 1.0675 1.9748 -0.1521
C 12.35104 -3.90770 15.57786 3.5394 -1.8433 -3.6292 -0.0673
N 12.81136 -3.45716 14.40091 -2.8784 2.2416 3.6300 -0.0999
N 13.68000 -4.03455 13.60514 1.3372 -0.4177 -1.4189 0.0400
C 14.11674 -3.10376 12.71253 -1.6524 -0.7949 -0.7998 -0.4217
O 13.72999 -1.89907 12.62382 -0.0906 0.1134 0.2672 -0.0671
C 14.82920 -3.68886 11.52561 0.1374 -1.4751 2.3137 -0.1491
C 15.53732 -4.86922 11.78257 0.4938 -0.5080 -0.9743 -0.0465
C 16.11905 -5.52492 10.71893 -0.4393 -1.1575 -1.3765 -0.0841
C 15.80651 -5.19894 9.35682 1.9222 -1.3535 0.7695 -0.1127
C 15.09599 -4.08088 9.16492 -1.5651 1.3344 -1.5952 -0.1281
C 14.59210 -3.35228 10.23748 0.2775 0.7790 -0.7996 -0.0387
H 10.93697 0.13848 17.54948 -0.2542 0.0595 -0.6013 0.0953
H 11.23644 -0.76264 19.77167 -0.1570 -0.1427 -0.1310 0.0873
H 11.69169 -3.20062 20.05056 0.5180 0.0735 0.2514 0.0785
H 12.56234 -4.50328 18.12717 -0.3711 -0.2310 0.1248 0.0938
H 12.65404 -4.99936 15.73625 -0.4529 1.2976 0.5030 0.1281
H 15.50440 -5.36548 12.74569 0.3621 0.5669 0.1273 0.1027
H 16.66456 -6.44839 10.88088 0.0429 0.0253 0.1721 0.0867
H 16.15324 -5.77951 8.46100 -0.1647 0.3998 1.2657 0.1101
H 14.80614 -3.77859 8.13054 0.2672 -0.1669 0.9351 0.1132
H 14.00259 -2.50612 10.01437 -0.6252 0.9345 -0.0226 0.1030
Br 7.33793 2.15418 9.37477 -0.4035 0.5184 -0.3803 0.7333
C 8.30389 0.55665 9.30116 0.0294 -1.2567 -0.7373 -0.6809
C 8.25198 -0.35314 8.18115 0.7601 0.7275 3.1224 -0.1772
N 9.01581 -1.40925 8.21918 1.2749 -1.4623 -0.4047 0.0473
C 9.84419 -1.75210 9.26019 -1.6854 1.8098 -0.1727 -0.0361
C 9.79453 -0.97722 10.40648 -0.5000 1.5853 0.6066 -0.0889
C 9.06445 0.24518 10.40267 0.5094 -0.2891 -1.4893 -0.0664
C 10.51730 -1.19231 11.70670 0.8001 -0.3033 -2.1337 -0.6116
O 10.70744 -2.39532 12.03095 -0.2667 0.0273 0.5809 -0.0083
O 11.02480 -0.18996 12.26870 -0.3202 -0.6904 0.5697 0.0048
H 7.57376 -0.23265 7.37650 -0.4310 0.2439 -0.7697 0.0870
H 10.54587 -2.55846 9.13009 -0.2165 -0.3344 0.0130 0.1171
H 9.25866 1.04733 11.10840 -0.2104 -0.6590 0.5028 0.1115
I 4.97110 3.87132 16.29908 -0.1764 1.5539 -1.4921 0.0127
I 4.71845 5.99207 14.27599 0.1811 -1.5567 1.4875 -0.0137

14
Properties=species:S:1:pos:R:3:forces:R:3:lowdin_charge:R:1 method="wB97M-V/def2-TZVPD" charge=0 gap_ev="5.234 / 7.126" multiplicity=3 relative_energy_ev=1.458 s_squared=2.009 total_energy_ha=-986.6216
C 1.42822 -0.32803 -1.04677 4.3603 -2.6353 0.9022 -0.4346
C -0.08256 0.99245 -0.45112 -3.6229 3.0250 2.3757 -0.5997
N -1.50099 -0.25209 1.11034 -0.3325 -0.5199 0.0994 0.0118
N -0.50014 0.65843 0.83336 -0.3290 0.0050 -2.7076 -0.2531
S 2.04622 -0.87882 0.58652 -0.5474 -1.0831 -2.1192 0.6826
S 0.57928 2.77299 -0.37894 -0.5614 -0.8534 -0.7661 0.6212
H 0.72981 -1.00790 -1.43370 -0.8463 -0.7090 -0.5358 -0.0128
H 2.15563 0.11472 -1.73492 -0.4172 0.0455 0.3735 0.0319
H -0.84381 0.59164 -1.16136 0.8015 1.0258 -0.0903 0.0874
H -2.40085 0.15801 0.82809 0.5106 -0.4786 0.0586 0.0903
H -1.34898 -1.18537 0.67599 -0.0602 1.0353 0.3476 0.0929
H 0.14331 0.96495 1.50761 0.2138 -0.1310 1.6835 0.0683
H 2.54025 0.26802 0.89780 0.7453 1.3478 0.5207 -0.1982
H 1.60906 2.39923 0.40387 0.0854 -0.0742 -0.1422 -0.1880

> Look up the multiplicity of the fourth one.

3

> Which value of charge does entry 4 give?

0